Density functional theory data (ωB97M-V/def2-TZVPD) for a cluster of 9 separate species, C48H113BrN11O10 in total at a distorted geometry.

```
183
Properties=species:S:1:pos:R:3:forces:R:3
C 5.618 -3.572 1.507 -0.334 0.696 -0.772
C 6.684 -2.632 0.987 -1.112 0.884 0.075
N 8.001 -3.177 1.032 1.235 0.363 0.123
C 8.577 -4.019 0.082 0.998 0.237 2.125
C 9.770 -4.372 0.644 0.249 -0.263 -0.191
N 9.906 -3.737 1.877 1.037 -1.403 -0.750
C 8.873 -2.958 2.047 -1.000 -0.565 -0.435
C 11.055 -3.926 2.830 0.324 0.379 -1.093
H 5.904 -4.029 2.406 0.604 -0.833 1.256
H 5.367 -4.306 0.778 -0.042 -0.817 -0.470
H 4.697 -3.052 1.720 -0.288 0.479 -0.077
H 6.679 -1.720 1.574 0.136 0.180 0.106
H 6.468 -2.336 -0.030 -0.029 0.062 -0.299
H 8.138 -4.300 -0.852 -0.267 0.010 -0.104
H 10.562 -4.987 0.237 -0.147 -0.011 0.187
H 8.816 -2.274 2.876 -0.582 0.025 0.011
H 11.370 -2.907 3.021 0.479 -0.035 0.340
H 11.853 -4.466 2.274 -0.598 0.415 0.513
H 10.821 -4.442 3.769 -0.394 0.057 -0.562
C 7.981 3.297 -7.512 -0.099 1.054 -0.526
C 7.792 4.660 -6.802 -1.212 -0.466 -0.455
N 7.012 4.579 -5.557 0.532 0.770 0.915
C 7.111 5.513 -4.518 0.771 -0.126 -0.340
C 6.303 5.078 -3.531 -0.419 -0.934 0.310
N 5.713 3.887 -3.976 1.306 1.450 -0.496
C 6.160 3.657 -5.218 -1.293 -1.016 -0.008
C 4.698 3.165 -3.294 -0.644 -1.059 0.921
H 8.769 2.802 -7.003 0.483 -1.029 0.463
H 8.364 3.489 -8.527 -0.154 0.108 0.372
H 7.080 2.664 -7.666 0.521 0.592 0.433
H 7.151 5.289 -7.412 0.615 0.498 -0.372
H 8.696 5.143 -6.434 0.234 -0.056 -0.928
H 7.832 6.344 -4.546 -0.615 -0.555 -0.068
H 6.111 5.418 -2.518 0.139 0.124 -0.409
H 5.737 2.911 -5.903 0.539 0.231 0.587
H 4.401 3.722 -2.410 -0.126 0.123 -0.115
H 4.992 2.160 -2.933 0.213 0.538 -0.429
H 3.868 3.064 -3.969 -0.597 -0.129 -0.031
C -6.268 -2.223 1.403 0.526 -0.373 -0.749
C -5.650 -2.145 2.767 0.952 -0.827 0.241
N -4.617 -3.243 2.909 -0.004 1.432 0.321
C -3.527 -3.467 2.139 1.454 -0.099 -1.482
C -2.937 -4.663 2.531 -0.927 1.504 0.032
N -3.696 -5.083 3.621 -0.318 1.088 -0.046
C -4.640 -4.158 3.841 -1.163 -1.322 0.833
C -3.547 -6.297 4.425 0.764 -0.099 -1.577
H -5.581 -1.816 0.651 -0.403 0.199 0.101
H -7.228 -1.749 1.387 -0.341 0.670 -0.102
H -6.464 -3.246 1.083 0.054 -0.211 0.292
H -6.343 -2.363 3.554 -0.562 -0.027 0.363
H -5.195 -1.181 2.995 0.131 -0.136 -0.153
H -3.225 -2.695 1.404 -0.114 -1.048 0.409
H -2.055 -5.151 2.122 -0.394 -0.006 0.377
H -5.414 -4.175 4.614 0.489 -0.338 -0.293
H -4.380 -6.415 5.075 -0.948 -0.279 0.085
H -2.710 -6.139 5.080 0.735 -0.463 0.000
H -3.436 -7.099 3.648 0.021 0.296 1.388
C -6.656 -5.518 -2.464 1.331 2.077 -0.778
O -5.948 -6.441 -1.698 -0.032 -1.540 0.983
C -6.089 -7.793 -2.099 -0.391 0.223 -0.642
C -7.263 -8.488 -1.289 0.663 3.460 -0.479
N -7.116 -9.911 -1.100 -0.722 -1.849 -1.549
H -7.453 -10.370 -1.953 0.157 -0.297 0.159
H -6.125 -10.166 -0.974 -0.183 0.510 -0.321
C -7.789 -10.523 0.107 -0.688 -0.193 0.570
C -6.637 -11.006 0.955 -0.587 1.320 -0.248
O -5.819 -9.832 1.089 -1.332 -1.141 -0.405
C -4.535 -10.057 1.575 0.995 2.124 -0.268
H -7.055 -5.903 -3.384 -0.202 -0.431 -0.429
H -5.894 -4.748 -2.726 -0.560 -0.307 -0.205
H -7.422 -4.952 -1.963 -0.552 -0.311 0.681
H -5.156 -8.315 -1.952 0.518 -0.116 0.556
H -6.177 -7.752 -3.212 -0.599 -0.634 0.733
H -8.182 -8.081 -1.816 0.503 -1.408 1.099
H -7.167 -8.112 -0.262 -0.271 0.479 -0.465
H -8.459 -11.360 -0.156 0.343 0.547 -0.175
H -8.363 -9.740 0.606 0.041 -0.093 -0.147
H -6.211 -11.803 0.385 1.196 -0.636 -0.329
H -6.955 -11.426 1.882 -0.276 -0.095 0.854
H -4.531 -10.286 2.640 0.200 0.071 0.006
H -4.037 -9.084 1.288 -0.075 -0.895 1.041
H -4.002 -10.776 1.000 0.345 -1.112 -0.313
C 4.551 -2.986 5.284 -1.441 0.223 -1.089
O 3.692 -1.851 5.647 2.215 -0.849 0.190
C 2.389 -1.854 5.209 -1.110 -0.621 0.958
C 1.738 -0.728 6.000 0.405 0.325 -0.463
N 2.124 -0.905 7.448 0.526 -1.262 -0.559
H 1.360 -1.346 7.994 0.432 0.439 0.015
H 2.955 -1.534 7.396 -0.568 0.166 0.019
C 2.565 0.357 8.107 -0.534 0.146 -0.436
C 1.227 1.030 8.362 -0.833 1.019 0.054
O 0.393 0.113 9.056 0.286 -0.242 -0.661
C -1.011 0.269 8.880 -0.160 -0.859 -0.826
H 5.250 -3.163 6.074 0.350 0.129 0.455
H 5.064 -2.743 4.339 -0.125 -0.091 0.436
H 3.945 -3.908 5.121 0.296 0.672 0.202
H 1.923 -2.835 5.478 -0.001 0.525 -0.404
H 2.251 -1.641 4.167 0.041 -0.076 -0.774
H 0.687 -0.623 5.738 -0.218 -0.351 0.819
H 2.175 0.228 5.711 0.203 -0.113 -0.161
H 3.196 0.882 7.348 -0.461 -0.220 0.930
H 3.144 0.119 9.012 -0.351 0.104 -0.290
H 0.749 1.341 7.394 0.359 -0.378 0.546
H 1.320 1.940 8.944 0.269 0.242 0.169
H -1.323 0.443 7.835 0.536 -0.064 -0.052
H -1.399 1.092 9.424 -0.290 0.706 0.895
H -1.488 -0.675 9.173 0.212 0.394 0.262
C 1.963 5.913 3.711 -0.719 0.694 1.389
O 0.497 5.839 3.903 1.255 -0.197 -0.127
C 0.185 6.374 5.174 0.743 0.055 0.178
C -1.224 6.179 5.570 -1.999 0.031 0.771
N -2.182 7.220 4.922 -1.094 -0.647 0.483
H -3.171 7.045 5.210 0.797 -0.297 -0.151
H -2.028 8.148 5.335 0.509 -0.101 -0.290
C -2.123 7.241 3.435 -0.778 -1.097 -1.284
C -2.952 6.126 2.747 0.659 -0.853 -0.271
O -2.544 4.903 3.336 -0.507 -0.758 0.328
C -2.950 3.700 2.643 0.840 1.318 -0.782
H 2.508 5.485 4.596 -0.621 0.384 -0.626
H 2.174 6.995 3.650 0.424 -0.537 -0.159
H 2.305 5.371 2.839 -0.531 0.030 -0.295
H 0.412 7.449 5.286 0.441 -0.217 -0.228
H 0.755 5.806 5.914 0.208 0.290 0.275
H -1.394 6.329 6.654 0.491 0.069 -0.514
H -1.582 5.169 5.349 -0.097 0.486 -0.351
H -1.092 7.068 3.158 0.139 0.343 -0.064
H -2.548 8.127 2.999 0.243 0.892 0.384
H -2.606 6.122 1.649 -0.878 0.293 1.320
H -4.066 6.226 2.860 0.889 0.274 -0.337
H -4.011 3.664 2.419 -0.291 0.026 0.327
H -2.604 2.828 3.185 -0.095 0.130 0.296
H -2.418 3.742 1.687 -0.103 -0.362 -0.118
C -2.054 4.738 -5.401 0.139 -1.758 -1.390
O -2.350 5.946 -4.845 -1.197 2.535 0.197
C -3.302 6.683 -5.600 -0.726 0.513 0.868
C -3.133 8.111 -5.111 1.045 -1.276 0.615
N -3.863 9.264 -5.748 1.053 -0.915 0.856
H -3.437 9.438 -6.651 0.149 0.198 -0.404
H -4.871 9.208 -5.884 -0.047 -0.440 0.146
C -3.530 10.387 -4.823 -0.909 2.307 -1.537
C -2.027 10.561 -4.654 -1.495 0.243 1.222
O -1.435 10.643 -5.912 1.039 0.113 1.090
C -0.046 10.993 -5.636 -0.454 0.209 -0.793
H -2.875 4.370 -6.054 0.423 0.058 0.345
H -1.958 4.067 -4.569 0.336 -0.744 0.155
H -1.128 4.769 -6.008 -0.329 -0.048 0.275
H -4.332 6.304 -5.483 0.283 -0.016 0.321
H -3.117 6.665 -6.631 0.641 -0.351 -1.742
H -2.036 8.322 -5.206 -1.219 -0.033 -0.181
H -3.322 8.059 -4.029 -0.286 0.593 -0.337
H -4.207 10.304 -3.970 0.721 -0.158 0.281
H -3.859 11.326 -5.355 0.197 -0.879 0.448
H -1.554 9.855 -3.968 0.076 -0.499 -0.297
H -2.009 11.464 -4.054 0.470 0.817 -0.223
H 0.022 11.951 -5.157 -0.285 0.706 0.152
H 0.487 11.058 -6.569 0.095 -0.233 -0.318
H 0.409 10.303 -4.947 0.158 -0.744 0.072
C -1.128 0.323 -6.687 0.199 -0.346 0.420
O -0.977 0.444 -5.236 -0.476 -1.016 -1.041
C -0.167 -0.591 -4.756 -0.566 -0.870 0.361
C -0.644 -0.949 -3.362 0.138 -0.892 -0.403
N 0.142 -2.137 -2.879 0.086 -0.453 0.393
H 1.140 -2.156 -3.214 -1.085 0.236 0.335
H 0.106 -2.140 -1.814 0.659 0.622 -0.201
C -0.464 -3.447 -3.246 -0.753 -0.638 -0.298
C 0.631 -4.417 -3.565 0.117 -0.433 -0.371
O 1.510 -3.758 -4.409 0.512 0.793 -1.743
C 2.538 -4.573 -4.963 0.251 -0.737 -0.260
H -0.131 0.526 -7.044 0.091 0.346 -0.872
H -1.882 1.027 -6.970 -0.018 0.793 -0.203
H -1.478 -0.636 -7.169 0.389 0.354 1.371
H 0.883 -0.351 -4.648 0.587 0.450 -0.525
H -0.264 -1.503 -5.389 0.230 0.520 0.251
H -1.652 -1.348 -3.477 -0.232 0.609 0.515
H -0.527 -0.143 -2.637 -0.255 -0.130 -0.061
H -1.073 -3.402 -4.138 -0.276 0.681 -0.196
H -1.110 -3.788 -2.416 0.424 0.172 -0.341
H 0.296 -5.347 -4.062 -0.206 0.270 0.700
H 1.190 -4.555 -2.681 0.495 -1.205 1.472
H 3.101 -5.037 -4.137 -0.020 0.010 -0.304
H 3.194 -3.929 -5.543 -0.005 0.120 0.170
H 2.207 -5.382 -5.679 -0.211 0.818 0.911
Br 0.326 -1.493 0.237 -0.150 -0.180 -0.067
```
Positions in Å, forces in eV/Å.

Output
E_LUMO = -10.41 eV
Net charge = +7
Molar mass = 1084.4 g mol⁻¹
Orbital gap = 8.176 eV